Formula: C12H10BrN3Tc
Source: the OMol25 dataset
Level of theory: the ωB97M-V functional and the def2-TZVPD basis

Positions of all 27 atoms, in Å:
C1 -1.490 -1.601 -1.804
C2 -2.123 -0.468 -2.374
C3 -1.124 0.351 -3.022
H1 -3.181 -0.251 -2.292
C4 0.119 -0.320 -2.880
C5 -0.109 -1.514 -2.118
H2 0.620 -2.266 -1.857
H3 -2.016 -2.389 -1.267
H4 -1.330 1.291 -3.504
H5 1.043 0.060 -3.258
Tc1 -0.643 0.302 -1.021
Br1 -2.758 1.288 -0.503
C6 0.975 -0.607 3.610
C7 1.609 -1.364 2.568
C8 0.590 -1.806 1.623
H6 2.677 -1.538 2.506
C9 -0.662 -1.468 2.196
C10 -0.440 -0.598 3.300
H7 -1.203 -0.025 3.835
H8 1.463 -0.201 4.499
H9 0.706 -2.110 0.554
H10 -1.643 -1.742 1.830
N1 1.002 1.394 -0.795
C11 1.577 2.309 -0.281
N2 2.300 3.162 0.278
C12 2.072 4.473 0.127
N3 1.967 5.637 0.050

**Spin multiplicity**: 4
**HOMO-LUMO gap (spin up / spin down)**: 7.565 / 6.199 eV

Results of the Mulliken charge analysis, in e, for atoms 1 through 8: C -0.18; C -0.79; C -0.15; H 0.59; C -0.81; C -0.30; H 0.52; H 0.40



Formula: C2H3ClF2S
Source: the OMol25 dataset
Level of theory: the ωB97M-V functional and the def2-TZVPD basis

Positions of all 9 atoms, in Å:
C1 -0.466 -0.592 -0.104
C2 0.807 -0.333 0.451
F1 0.655 1.868 -1.035
F2 1.001 0.111 1.647
S1 -1.788 0.522 0.535
Cl1 2.136 -0.890 -0.335
H1 -0.585 -0.414 -1.107
H2 -0.765 -1.647 0.164
H3 -0.994 1.374 -0.217

**Spin multiplicity**: 1
**Energy relative to the best compared isomer or geometry (same formula, charge and spin)**: 370.14 kJ/mol
**HOMO-LUMO gap (spin up / spin down)**: 7.300 / 7.297 eV

Results of the Mulliken charge analysis, in e, for atoms 1 through 8: C -0.85; C 0.80; F -0.74; F -0.08; S -0.20; Cl 0.01; H 0.44; H 0.34



Formula: C7H12N2O6
Source: the OMol25 dataset
Level of theory: the ωB97M-V functional and the def2-TZVPD basis

Positions of all 27 atoms, in Å:
N1 -2.530 -0.414 1.874
C1 -2.466 -0.510 0.385
C2 -3.673 0.070 -0.356
O1 -3.786 -0.315 -1.662
C3 -0.922 -0.150 -0.139
O2 -0.898 0.427 -1.180
N2 0.202 -0.327 0.584
C4 1.521 0.192 0.240
C5 2.350 -0.743 -0.687
C6 3.948 -0.905 -0.354
O3 4.389 -1.850 -0.989
O4 4.588 -0.049 0.520
C7 1.680 1.591 -0.089
O5 2.703 2.220 0.428
O6 0.968 2.267 -1.005
H1 -3.072 -1.014 2.213
H2 -2.437 0.630 2.241
H3 -2.246 -1.697 0.149
H4 -3.631 1.195 -0.166
H5 -4.557 -0.479 0.067
H6 -2.922 0.336 -1.927
H7 0.240 -0.760 1.470
H8 2.007 0.164 1.287
H9 2.160 -0.611 -1.702
H10 2.160 -1.887 -0.623
H11 4.002 0.849 0.617
H12 0.224 1.771 -1.195

**Spin multiplicity**: 1
**Structure (SMILES)**: N[C@@H](CO)C(=O)N[C@@H](CC(=O)O)C(=O)O
**Energy relative to the best compared isomer or geometry (same formula, charge and spin)**: 451.14 kJ/mol
**HOMO-LUMO gap**: 10.167 eV

Results of the Mulliken charge analysis, in e, for atoms 1 through 8: N -0.46; C 0.20; C -0.61; O -0.54; C 0.55; O -0.80; N -0.20; C -0.07



Formula: C5H13N4
Source: the OMol25 dataset
Level of theory: the ωB97M-V functional and the def2-TZVPD basis

Positions of all 22 atoms, in Å:
C1 -0.974 1.137 0.074
C2 0.545 1.325 0.357
C3 -1.267 -0.328 -0.323
C4 -1.634 -1.003 0.942
C5 2.762 0.076 -0.064
N1 -1.780 2.090 0.064
N2 0.565 -0.960 -0.621
N3 -2.066 -0.557 -1.465
N4 1.275 0.329 -0.494
H1 0.750 2.403 0.177
H2 0.693 1.187 1.395
H3 -1.787 -2.134 0.751
H4 -2.432 -0.588 1.438
H5 -0.943 -0.656 1.673
H6 3.337 1.071 0.187
H7 2.762 -0.542 0.806
H8 3.305 -0.312 -1.013
H9 -2.742 1.903 -0.076
H10 0.629 -1.591 0.234
H11 -1.829 -0.022 -2.308
H12 -2.626 -1.420 -1.425
H13 1.253 0.584 -1.451

**Spin multiplicity**: 1
**Net charge**: +1
**Energy relative to the best compared isomer or geometry (same formula, charge and spin)**: 365.38 kJ/mol
**HOMO-LUMO gap**: 10.368 eV

Results of the Mulliken charge analysis, in e, for atoms 1 through 8: C 0.17; C -0.63; C 0.91; C -1.56; C -0.77; N -0.62; N -0.83; N -0.38



- spin multiplicity of number 4 (C5H13N4)?
  1



- Number 4 is which compound?
  C5H13N4